C3H4O3 | ωB97M-V/def2-TZVPD

Results
energy above the lowest of the compared OMol25 structures with the same formula, charge and spin	296.01	kJ/mol
E	-9315.633	eV
LUMO	0.0271	Ha
HOMO	-0.3413	hartree

```
10
C3H4O3 | the OMol25 dataset | ωB97M-V/def2-TZVPD
O -0.531 -1.102 -1.646
C -0.727 -0.249 -0.800
C 0.121 0.919 -0.412
O 1.383 0.226 0.540
C 0.724 -0.736 1.114
O -0.449 -1.000 0.826
H -1.708 0.255 -0.601
H 0.346 1.525 -1.314
H -0.326 1.512 0.385
H 1.167 -1.351 1.908
```